# 1
{
  "formula": "C4H12N2",
  "method": "ωB97M-V/def2-TZVPD",
  "elements": ["C", "C", "N", "H", "H", "H", "H", "H", "C", "N", "C", "H", "H", "H", "H", "H", "H", "H"],
  "xyz": [[-1.46371, -0.74884, 1.64755], [-0.53340, -0.00467, 2.27495], [-0.42867, 1.35142, 1.98088], [-1.71380, -1.74958, 1.96136], [-1.89765, -0.30252, 0.75816], [-0.00881, -0.35250, 3.16007], [-0.74384, 2.06575, 2.63536], [-0.07283, 1.52667, 1.04477], [1.34351, 0.77013, -1.12600], [0.50054, 0.20884, -2.19243], [0.21962, -1.22313, -1.92899], [1.25970, 1.84584, -1.22839], [2.37241, 0.45628, -1.25167], [1.14419, 0.49491, -0.06411], [-0.41591, 0.61931, -2.04177], [-0.64535, -1.52478, -1.32000], [0.01426, -1.73453, -2.87099], [1.06974, -1.69860, -1.43874]],
  "orbital_gap_ev": [8.17, 4.07],
  "charge": 1,
  "multiplicity": 2,
  "s_squared": 0.7660,
  "de_lowest_kj_mol": 219.85
}

---

# 2
{
  "formula": "C4H8N2O",
  "method": "ωB97M-V/def2-TZVPD",
  "elements": ["C", "O", "C", "N", "C", "C", "N", "H", "H", "H", "H", "H", "H", "H", "H"],
  "xyz": [[1.47410, 0.49010, 1.43779], [0.87078, 1.35555, 0.44427], [-0.22004, 0.82661, -0.11939], [-0.98082, 1.60706, -0.90536], [-0.53046, -0.48683, 0.13540], [-0.06865, -1.56574, -0.74905], [-1.49351, -1.15012, -0.72389], [1.71029, -0.51563, 1.07315], [2.38905, 1.00463, 1.71498], [0.79778, 0.36994, 2.29242], [-1.70037, 1.10292, -1.41259], [-0.88535, 2.60316, -1.00839], [0.39665, -1.30441, -1.70365], [0.22884, -2.53919, -0.36471], [-1.98830, -1.79805, -0.11099]],
  "orbital_gap_ev": 8.41,
  "charge": 0,
  "de_lowest_kj_mol": 386.65,
  "smiles": "CO/C(N)=C1\\CN1"
}

---

# 3
{
  "formula": "C12H48O12",
  "method": "ωB97M-V/def2-TZVPD",
  "elements": ["C", "O", "H", "H", "H", "H", "C", "O", "H", "H", "H", "H", "C", "O", "H", "H", "H", "H", "C", "O", "H", "H", "H", "H", "C", "O", "H", "H", "H", "H", "C", "O", "H", "H", "H", "H", "C", "O", "H", "H", "H", "H", "C", "O", "H", "H", "H", "H", "C", "O", "H", "H", "H", "H", "C", "O", "H", "H", "H", "H", "C", "O", "H", "H", "H", "H", "C", "O", "H", "H", "H", "H"],
  "xyz": [[-5.29172, -0.78734, 0.04322], [-5.61069, 0.58354, -0.25585], [-5.76501, -1.03091, 1.05183], [-5.61510, -1.47740, -0.78389], [-4.21189, -1.01384, 0.12710], [-4.86395, 0.90508, -0.80689], [-3.03840, 2.67227, -3.12464], [-3.25691, 1.95134, -1.86552], [-2.74664, 2.03112, -3.90867], [-4.00860, 3.13238, -3.30019], [-2.26985, 3.39924, -3.03871], [-2.45970, 1.90798, -1.30478], [4.01778, -0.53685, -0.51825], [2.89172, 0.05799, -1.14425], [3.79091, -0.55410, 0.51876], [4.19143, -1.52276, -0.93727], [4.95102, 0.03354, -0.71919], [2.63871, 0.85447, -0.58028], [-0.74778, -2.12975, -3.00271], [-0.68560, -3.47656, -2.50646], [-0.19452, -2.15678, -3.90672], [-1.77414, -1.94811, -3.26340], [-0.42332, -1.35875, -2.28954], [0.10599, -3.54526, -1.97465], [-3.94970, 3.96086, 1.49643], [-3.82886, 4.19368, 0.12861], [-3.19233, 3.30149, 1.98917], [-3.90770, 4.94534, 2.00846], [-4.97533, 3.67277, 1.67374], [-3.88404, 3.48323, -0.50785], [0.06585, -5.32966, -0.09264], [1.07066, -4.44123, -0.41071], [0.05131, -5.60988, 0.99550], [-0.91094, -4.99842, -0.38992], [0.29425, -6.18792, -0.64242], [1.17768, -3.86063, 0.35332], [0.97940, -3.58305, 3.46735], [1.20346, -3.28113, 2.07604], [0.14236, -3.09446, 3.88716], [0.81623, -4.63986, 3.44610], [1.91939, -3.40709, 4.05192], [1.11811, -2.29960, 2.02364], [2.01258, 2.72562, -2.58268], [1.22950, 2.85616, -1.38705], [2.61095, 1.79302, -2.45920], [1.37381, 2.67231, -3.47425], [2.73981, 3.53113, -2.75344], [0.58433, 3.55735, -1.47082], [4.93728, -4.49089, 1.57072], [4.29932, -3.36463, 2.11610], [5.27703, -5.26805, 2.26209], [4.29347, -4.88733, 0.73041], [5.86921, -4.08875, 1.16650], [3.34773, -3.63631, 2.13173], [2.58462, 2.57351, 1.70633], [1.79442, 1.85181, 0.85465], [3.39245, 2.00575, 2.25795], [3.09712, 3.38571, 1.20616], [1.90467, 3.08674, 2.39466], [1.62225, 2.46673, 0.12349], [-0.80738, 4.65528, 0.71989], [-1.29447, 4.15269, -0.53911], [-0.75063, 3.82397, 1.46743], [0.24411, 4.94609, 0.61872], [-1.39552, 5.44617, 1.21477], [-2.23488, 4.38088, -0.54802], [-0.40190, -0.62954, 0.61262], [0.80227, -0.71915, 1.34109], [-0.34876, 0.24948, -0.04801], [-0.62855, -1.51538, 0.02893], [-1.21964, -0.48096, 1.37798], [1.25129, 0.10565, 1.29737]],
  "orbital_gap_ev": 10.11,
  "charge": 0,
  "de_lowest_kj_mol": 528.76,
  "smiles": "CO.CO.CO.CO.CO.CO.CO.CO.CO.CO.CO.CO"
}

---

# 4
{
  "formula": "C24H19BeN4O4Te",
  "method": "ωB97M-V/def2-TZVPD",
  "elements": ["Be", "O", "C", "O", "C", "C", "N", "N", "C", "C", "O", "O", "H", "H", "H", "Te", "C", "C", "C", "C", "C", "C", "C", "C", "C", "C", "C", "C", "H", "H", "H", "H", "H", "H", "H", "H", "H", "H", "N", "C", "N", "C", "C", "C", "C", "C", "C", "H", "H", "H", "H", "H", "H"],
  "xyz": [[-0.12520, -0.40052, 0.47492], [-0.90746, 4.25586, -2.08547], [-0.65490, 4.51338, -0.80850], [-0.57261, 5.62460, -0.36679], [-0.44450, 3.34146, 0.09542], [-0.15279, 3.45593, 1.44242], [-0.01770, 2.21425, 1.93495], [-0.20873, 1.29331, 0.97843], [-0.46515, 1.96559, -0.13470], [-0.75858, 1.08825, -1.31035], [-1.00840, 1.54105, -2.40273], [-0.72967, -0.16484, -0.96198], [-0.95250, 3.29335, -2.28146], [-0.05358, 4.33501, 2.05478], [0.13317, 1.94339, 2.89300], [-1.18382, -2.03715, 2.02682], [-3.25889, -1.84770, 1.92939], [-4.02360, -2.43867, 2.92735], [-5.40737, -2.35577, 2.85417], [-6.00999, -1.68849, 1.79898], [-5.23813, -1.09333, 0.81121], [-3.85443, -1.16760, 0.87203], [-0.90140, -3.63351, 0.69066], [-1.39551, -3.53210, -0.60472], [-1.22149, -4.59451, -1.47899], [-0.54258, -5.73228, -1.06649], [-0.04305, -5.81842, 0.22357], [-0.22929, -4.77049, 1.11615], [-3.55739, -2.96237, 3.75043], [-6.01252, -2.81433, 3.62353], [-7.08843, -1.62819, 1.74722], [-5.71151, -0.56878, -0.00725], [-3.25337, -0.69648, 0.10390], [-1.90438, -2.63751, -0.93966], [-1.61000, -4.52670, -2.48634], [-0.40653, -6.55578, -1.75288], [0.48035, -6.70857, 0.54490], [0.14362, -4.85077, 2.12942], [3.44444, -1.72497, 1.14354], [2.38504, -0.94985, 1.40013], [1.48846, -0.98545, 0.43689], [2.00361, -1.86343, -0.52822], [1.48584, -2.25749, -1.76308], [2.24634, -3.13985, -2.49713], [3.48758, -3.61578, -2.03634], [4.01293, -3.21988, -0.82604], [3.23723, -2.33065, -0.08854], [4.25494, -1.81611, 1.73375], [2.30890, -0.35919, 2.29790], [0.54102, -1.87922, -2.11983], [1.88600, -3.47126, -3.46037], [4.04644, -4.30403, -2.65399], [4.97103, -3.57645, -0.47973]],
  "orbital_gap_ev": 9.17,
  "charge": 1
}

---

# 5
{
  "formula": "C6H10",
  "method": "ωB97M-V/def2-TZVPD",
  "elements": ["C", "C", "C", "C", "C", "C", "H", "H", "H", "H", "H", "H", "H", "H", "H", "H"],
  "xyz": [[-1.39668, 0.97713, 1.44942], [-0.10426, 0.80110, 0.67820], [0.22048, 0.40889, -2.24394], [1.02478, -0.68539, -1.82875], [1.12840, -1.11803, -0.54045], [0.38173, -0.65052, 0.67227], [-1.30801, 0.63216, 2.48165], [-2.18305, 0.39099, 0.97044], [-1.72296, 2.02154, 1.46099], [0.68104, 1.44394, 1.07360], [-0.24053, 0.14386, -3.21286], [-0.25753, 1.13894, -0.34817], [1.54836, -1.29901, -2.57050], [1.71740, -2.02371, -0.38378], [-0.48316, -1.32975, 0.77788], [0.99398, -0.85214, 1.56400]],
  "orbital_gap_ev": [7.51, 7.74],
  "charge": 0,
  "de_lowest_kj_mol": 401.95
}

---

# 6
{
  "formula": "C4H5NO2",
  "method": "ωB97M-V/def2-TZVPD",
  "elements": ["N", "C", "C", "C", "O", "C", "O", "H", "H", "H", "H", "H"],
  "xyz": [[1.23171, -0.63650, 1.05459], [-0.10701, -0.61050, 1.18615], [-1.03334, 0.18343, 0.57028], [-0.96093, 0.73113, -0.74016], [-1.82558, 1.39312, -1.29164], [0.31047, 0.51835, -1.62381], [0.85681, -0.52010, -1.88026], [1.64961, -0.36503, 0.17550], [1.76621, -1.28583, 1.60379], [-0.45803, -1.16320, 2.05425], [-1.99668, 0.30651, 1.04961], [0.56675, 1.44863, -2.15830]],
  "orbital_gap_ev": 8.87,
  "charge": 0,
  "de_lowest_kj_mol": 148.69,
  "smiles": "N/C=C\\C(=O)C=O"
}

---

# 7
{
  "formula": "C3H15NO4",
  "method": "ωB97M-V/def2-TZVPD",
  "elements": ["C", "N", "C", "C", "H", "H", "H", "H", "H", "H", "H", "O", "H", "H", "O", "H", "H", "O", "H", "H", "O", "H", "H"],
  "xyz": [[-1.24104, -1.20447, 1.34161], [-1.40967, -0.12737, 0.56695], [-0.60442, 1.09616, 0.62318], [0.68685, 1.16601, 1.31281], [-0.48257, -1.31334, 2.12342], [-2.13447, -1.89758, 1.34485], [-0.43240, 1.41997, -0.34732], [-1.27845, 1.85977, 1.09626], [0.76399, 2.26847, 1.64761], [0.56377, 0.64766, 2.34582], [1.59451, 0.64196, 0.91982], [-2.42923, 0.35164, -2.73624], [-2.37211, 0.05996, -1.86766], [-2.90826, 1.08270, -2.76152], [1.29156, -0.93352, -3.41408], [0.44696, -0.59416, -3.73781], [1.07722, -1.77552, -3.09329], [1.44464, 1.74740, -1.96209], [1.90550, 1.16022, -2.49362], [1.91729, 2.61389, -1.94921], [1.15237, -3.14025, 3.74505], [1.84515, -2.58855, 4.06082], [0.60282, -2.54104, 3.23466]],
  "orbital_gap_ev": 10.46,
  "charge": 0,
  "de_lowest_kj_mol": 267.69,
  "smiles": "C=NCC.O.O.O.O"
}

---

# 8
{
  "formula": "C20H27N2O2",
  "method": "ωB97M-V/def2-TZVPD",
  "elements": ["C", "C", "C", "C", "N", "N", "C", "C", "C", "C", "C", "C", "O", "C", "C", "O", "C", "C", "C", "C", "C", "C", "C", "C", "H", "H", "H", "H", "H", "H", "H", "H", "H", "H", "H", "H", "H", "H", "H", "H", "H", "H", "H", "H", "H", "H", "H", "H", "H", "H", "H"],
  "xyz": [[-2.45160, -2.32880, 2.14597], [-0.98592, -2.28953, 1.73971], [-0.49095, -0.89096, 1.31416], [-1.09727, -0.45429, 0.02789], [-0.62086, 1.03287, -0.27584], [-1.84532, -1.08788, -0.69903], [-2.37413, -0.80104, -1.98732], [-1.34643, -1.21798, -3.06936], [-0.07988, -0.44784, -2.85954], [0.05992, 0.84351, -3.34046], [1.15927, 1.61661, -2.98712], [2.13047, 1.11721, -2.12798], [3.20613, 1.80013, -1.67540], [3.51364, 3.05050, -2.25308], [2.01528, -0.22069, -1.66265], [3.00370, -0.64124, -0.83547], [3.12940, -2.02251, -0.57648], [0.91757, -0.97884, -2.03944], [-0.69980, 0.13414, 2.41230], [-1.87433, 0.88056, 2.48653], [-2.06359, 1.78678, 3.51712], [-1.08392, 1.95714, 4.48045], [0.08464, 1.21619, 4.41334], [0.27736, 0.31170, 3.38373], [-2.72030, -3.34265, 2.42741], [-2.63766, -1.68144, 2.99879], [-3.08937, -2.02454, 1.32150], [-0.82319, -2.97690, 0.90929], [-0.37318, -2.61539, 2.58132], [0.59076, -0.96795, 1.13690], [-1.20406, 1.46116, -1.00060], [-0.69001, 1.53975, 0.62092], [0.35912, 1.01936, -0.61586], [-2.62994, 0.25808, -2.12268], [-3.27671, -1.40383, -2.09898], [-1.16638, -2.28878, -2.98846], [-1.78336, -1.00525, -4.04369], [-0.68041, 1.25460, -4.00930], [1.25901, 2.60731, -3.39864], [2.75513, 3.80275, -2.01332], [3.62406, 2.97286, -3.33766], [4.46363, 3.34683, -1.81377], [2.30866, -2.39731, 0.04530], [3.17526, -2.59959, -1.50326], [4.06695, -2.13253, -0.03566], [0.82953, -2.00190, -1.71145], [-2.66067, 0.72610, 1.75945], [-2.98163, 2.35119, 3.57017], [-1.23459, 2.65867, 5.28536], [0.84729, 1.33960, 5.16591], [1.18868, -0.26594, 3.33896]],
  "orbital_gap_ev": 8.97,
  "charge": 1,
  "de_lowest_kj_mol": 50.17,
  "smiles": "CC[C@@H](/C([NH3+])=N/CCc1ccc(OC)c(OC)c1)c1ccccc1"
}